Molecular formula: C11H15IO
Method: DFT, ωB97M-V with the def2-TZVPD basis set

Computed properties:
HOMO energy	-8.86	eV
multiplicity	1
E_LUMO	0.28	eV
SMILES string	CO[C@](I)(c1ccccc1)C(C)C
net charge	0
E	-801.013209	a.u.
molecular weight	290.14	g mol⁻¹
energy above the lowest of the compared OMol25 structures with the same formula, charge and spin	0.000	eV
HOMO-LUMO gap	9.1	eV

Last column: Löwdin charge in e.
Element x y z (Å)
C: 0.905 0.551 -2.689  -0.05
O: 0.854 1.214 -1.448  -0.16
C: 0.889 0.563 -0.275  -0.61
I: 3.232 0.440 0.313  0.70
C: 0.404 -0.843 -0.106  -0.28
C: 0.822 -1.758 0.862  -0.07
C: 0.020 -2.814 1.286  -0.06
C: -1.157 -3.071 0.623  -0.09
C: -1.564 -2.234 -0.361  -0.07
C: -0.785 -1.126 -0.724  -0.07
C: 0.244 1.397 0.872  -0.41
C: -1.293 1.155 0.995  -0.04
C: 0.578 2.888 0.735  -0.09
H: 1.449 1.081 -3.452  0.09
H: -0.105 0.444 -3.127  0.10
H: 1.339 -0.416 -2.444  0.09
H: 1.892 -1.519 1.276  0.04
H: 0.399 -3.449 2.007  0.08
H: -1.834 -3.802 0.955  0.09
H: -2.602 -2.329 -0.669  0.11
H: -1.341 -0.478 -1.311  0.09
H: 0.885 0.995 1.683  0.10
H: -1.761 1.373 0.002  0.10
H: -1.430 0.117 1.293  0.07
H: -1.779 1.854 1.776  0.11
H: -0.125 3.435 -0.001  0.10
H: 1.574 2.946 0.262  0.05
H: 0.287 3.387 1.665  0.08